# C2H5NO3

A molecular structure, C2H5NO3 (ωB97M-V/def2-TZVPD, the Open Molecules 2025 dataset).

Structure (XYZ):
```
11
Properties=species:S:1:pos:R:3:forces:R:3:lowdin_charge:R:1
C -0.602 -0.245 0.247 3.083 2.291 -0.913 -0.80
O -0.297 -0.838 1.486 -0.258 0.129 -0.130 0.06
H -1.575 1.515 -0.235 -0.104 -0.022 0.281 0.08
O 1.694 -0.714 -0.468 -0.624 -0.641 -0.593 0.11
N -0.815 1.214 0.366 -1.371 -0.023 0.808 0.11
C 0.501 -0.207 -0.752 0.298 -0.981 0.797 -0.04
H 0.656 -0.777 1.654 -0.311 0.011 -0.156 0.10
H 0.392 0.324 -1.693 -0.245 -0.095 0.267 0.15
H 2.226 -0.862 -1.265 0.010 0.006 0.075 0.13
H -0.935 1.526 1.323 -0.311 -0.079 -0.120 0.08
O -1.245 -0.936 -0.663 -0.167 -0.595 -0.316 0.01
```
Forces are in eV/Å.

Computed properties:
**LUMO energy**: 0.00663 Ha
**Energy above the lowest of the compared OMol25 structures with the same formula, charge and spin**: 3.383 eV
**Multiplicity**: 1
**Max |F|**: 3.9 eV/A
**Highest occupied orbital energy**: -8.9 eV
**Calculated total energy**: -359.58501 Eh
**Kohn-Sham gap**: 0.3338 hartree
**Charge**: 0